Formula: C40H88N4O6
Source: the Open Molecules 2025 dataset
Level of theory: the ωB97M-V functional and the def2-TZVPD basis

Summary:
Max |F|   0.050 hartree/bohr
Multiplicity   1
Calculated total energy   -61146.51688 eV
SMILES   CC1(C)CCCC(C)(C)N1O.CC1(C)CCCC(C)(C)N1O.CC1(C)CCCC(C)(C)N1O.CC1(C)CCCC(C)(C)N1O.CCO.CCO
Lowest unoccupied orbital energy   0.4 eV

Structure (XYZ):
```
138
C40H88N4O6, DFT the ωB97M-V functional and the def2-TZVPD basis
C -1.438 -1.809 -1.677
C -5.014 -1.288 1.576
C -1.946 0.410 -0.912
H -0.667 -1.343 -2.285
H 5.452 0.373 0.486
H -1.557 3.488 -3.327
H 2.123 -3.104 -3.764
H -0.120 -3.612 -6.524
C -3.984 0.787 0.532
H -5.717 -0.621 2.081
H 0.387 -1.157 -0.101
H 3.078 -2.057 4.490
C 2.843 -0.253 -3.543
C 1.057 6.354 -1.766
H 1.196 7.746 -3.344
H 1.659 -0.839 8.219
H -0.987 4.019 -1.793
H 0.015 -0.977 -5.092
C 2.321 0.358 -2.255
H -5.565 -1.643 0.701
H 3.540 -1.092 0.929
C -5.149 -5.617 3.119
H -1.870 -2.781 6.683
N -3.021 -1.440 0.146
C 0.218 -2.976 4.609
H 1.712 4.399 -2.114
C -0.209 -1.524 7.174
H 4.664 -1.031 -5.106
H 1.219 4.737 -5.423
C -1.315 -0.664 7.820
H -1.637 5.995 -1.585
H -1.976 0.179 2.323
H 1.641 0.124 3.739
C 4.384 -0.720 -1.092
H -0.964 0.815 -1.191
H -0.369 8.586 -4.798
H -2.076 -0.407 7.085
H 0.153 0.989 5.827
H 4.891 -3.167 -1.762
H -2.327 -2.120 -2.231
H -4.782 -2.054 2.314
H 2.088 -2.558 -2.013
H 2.009 -0.450 -4.223
H -5.118 -4.524 3.036
H -1.811 -1.310 8.547
C -0.631 3.724 -2.783
H 1.949 6.761 -1.282
C -1.241 8.248 -4.233
N -0.537 5.910 -4.171
C -2.649 1.374 0.002
C 0.981 -1.687 8.153
H 0.865 -4.122 6.339
C 3.567 0.564 -1.355
C -0.805 7.081 -3.352
H -0.833 0.190 8.293
H -0.140 2.755 -2.713
H 0.535 -1.762 9.153
H -1.559 9.104 -3.639
H 1.508 3.234 -4.466
H -3.488 0.087 3.230
H 6.162 0.534 -1.084
H 2.189 5.511 -3.383
H -2.106 7.652 -1.581
N 0.204 -0.909 5.914
H 0.888 -3.479 3.905
H -3.785 -7.160 2.431
O 1.243 -2.394 -7.437
H -2.025 1.729 0.826
C -0.445 -1.565 -5.887
C -3.703 -0.621 1.123
O -3.654 -5.399 1.276
H 3.204 1.010 -0.424
H -5.195 -5.857 4.179
H -0.769 -1.006 -6.759
H 3.325 -3.613 -2.708
H 0.928 -2.933 -8.163
C -1.870 6.829 -2.254
H -2.827 6.468 -2.657
C 5.684 -0.188 -0.418
O 0.777 0.344 6.175
H -2.284 5.175 -4.147
H -1.105 -2.824 -1.409
C 0.468 -2.722 -6.283
H -4.239 1.478 1.339
H -2.816 -5.704 0.912
H -2.502 -1.376 2.705
H -6.059 -5.897 2.592
H -3.038 -5.844 3.239
H -1.328 -1.981 -5.390
H 3.499 0.482 -4.017
H 4.072 1.392 -1.857
C 0.176 4.742 -3.623
H 2.655 -1.839 -0.282
H 2.837 -1.054 5.858
H -4.792 0.760 -0.198
H 4.869 -2.741 -4.643
H -2.878 2.303 -0.532
C 4.155 -1.922 -4.722
H 1.174 -1.342 2.819
C -3.828 -6.066 2.511
H -0.587 -2.113 1.092
H 3.464 -2.111 -5.546
H -0.023 -0.212 3.547
C 1.350 5.215 -2.746
H 0.010 3.516 -5.414
N 4.700 -1.366 -2.372
H -2.016 7.941 -4.931
H -2.467 0.363 -1.872
O -3.040 -2.808 0.492
C 0.773 3.971 -4.781
H 1.532 -2.604 7.964
H 0.454 5.976 -0.937
C -2.899 -0.387 2.448
H -0.735 -3.492 7.858
C 0.938 -0.706 3.677
C -0.516 -1.194 0.512
C 0.468 7.487 -2.567
O 5.478 -2.527 -2.201
O -1.708 5.482 -4.868
H -0.748 -2.863 4.110
C 2.408 -1.918 5.349
H 1.592 -0.358 -1.853
H -0.362 -0.356 1.193
H -0.659 -4.626 5.672
H 4.196 -2.515 0.159
H 6.389 -0.992 -0.214
C 2.682 -2.749 -2.900
H -3.914 -3.147 0.273
H 2.611 -2.782 5.979
H 1.093 -2.966 -5.425
C 3.593 -1.557 -3.337
C 3.689 -1.567 -0.044
H 1.798 1.314 -2.316
C -0.055 -3.740 5.891
C 0.980 -1.673 4.886
H 0.268 8.368 -1.956
C -0.816 -2.926 6.928
C -1.735 -1.034 -0.387
```

Formula: C40H91BClN3O10P
Source: the Open Molecules 2025 dataset
Level of theory: the ωB97M-V functional and the def2-TZVPD basis

Summary:
Net charge   +1
Max |F|   0.021 hartree/bohr
Multiplicity   1
Calculated total energy   -90383.53404 eV
Lowest unoccupied orbital energy   -3.5 eV

Structure (XYZ):
```
147
C40H91BClN3O10P, DFT the ωB97M-V functional and the def2-TZVPD basis
H 1.733 2.265 -5.630
C 0.367 9.401 4.193
H -4.402 -11.475 -2.972
C -1.316 -1.154 4.451
H 3.467 4.609 2.743
O -6.725 -5.763 -0.441
H -3.359 3.094 -1.280
H 1.123 1.579 -2.718
H 0.490 9.811 3.191
H -5.771 -8.913 -1.202
H 3.325 2.103 -0.867
H -2.384 -10.798 -4.198
H -6.013 -10.524 -4.628
H -0.307 7.338 5.929
H 3.859 1.530 4.630
H 7.516 5.266 -5.270
H 0.408 2.852 -4.635
H 10.384 7.030 -0.190
C 6.501 5.340 -4.870
H -8.789 -7.266 0.329
H -0.930 0.901 4.874
H 1.784 3.869 -2.046
O -4.305 -4.424 3.214
C -6.723 -7.189 -0.298
C 4.006 2.291 -2.925
C 7.360 5.954 -2.585
O -3.738 2.210 -1.192
P -2.640 1.025 -1.389
H -2.247 -12.079 -1.954
H -8.254 -8.629 -4.741
H 3.104 3.039 5.176
O 0.248 7.156 3.287
H -1.478 -9.456 -3.484
H -7.388 -10.692 -5.722
C 10.409 6.275 2.290
H -6.153 -7.616 -2.336
C -2.775 -1.491 4.781
O -4.475 -10.642 -2.493
H 2.937 3.772 0.576
H 2.943 5.481 0.128
H -2.697 1.915 -3.448
H 4.405 3.379 1.890
C 6.496 4.996 -3.389
O 0.987 4.043 3.754
H 1.956 7.976 3.977
H -0.937 -1.844 3.692
C 3.139 1.097 -3.314
C -8.139 -7.730 -0.414
C 8.272 7.170 1.312
H 1.246 0.504 -4.094
H 4.010 3.062 -3.697
C 0.516 2.592 1.728
C 2.716 4.084 -1.524
H 3.603 0.537 -4.129
H 3.142 0.420 -2.453
N -1.975 1.465 -2.893
N 2.850 2.573 3.094
H 7.343 5.692 -1.527
C -4.779 -4.279 1.887
C -0.661 2.929 -0.349
C -9.358 -10.753 -3.772
H 0.882 10.050 4.901
H -0.706 -1.332 5.338
H 6.139 6.354 -5.044
C -3.568 -2.110 3.616
H 7.770 7.117 2.280
O -7.913 -8.815 -3.859
H 0.463 5.295 -0.323
H -4.066 -4.749 1.209
H -4.160 -1.332 3.131
H 5.032 1.930 -2.872
H 3.234 4.902 -2.028
Cl -1.751 -0.543 1.103
O 6.921 3.648 -3.188
H 4.617 3.245 -1.128
C -4.483 -3.284 4.017
C -1.321 1.720 -0.197
C -2.344 -11.119 -1.440
H -5.742 -4.768 1.741
H 1.143 6.364 5.673
H 11.179 5.510 2.196
H 0.923 0.872 3.612
C 0.904 7.983 4.263
O 9.974 6.164 -0.091
H -9.400 -11.831 -3.606
H 0.539 4.772 3.298
H -4.244 -3.591 5.035
C -7.030 -10.906 -4.711
H -8.159 -8.811 -0.267
H 2.102 1.636 4.884
H -3.265 -0.559 5.079
H -8.544 -7.516 -1.406
B 1.499 3.097 2.907
C -5.805 -7.831 -1.323
H -3.279 -9.211 -1.745
H 7.829 3.575 -3.502
H -1.243 4.573 -1.160
H -7.012 -11.989 -4.577
C 1.458 2.559 -4.616
H -9.988 -10.263 -3.029
H 7.019 6.984 -2.697
H 8.699 8.171 1.204
H 1.022 5.258 1.327
H 4.625 3.600 3.617
H 0.424 -0.489 2.661
H -1.342 -10.735 -1.243
H 8.919 5.122 1.262
H 2.034 3.443 -4.349
H -3.069 -9.171 -4.211
H 5.873 4.644 -5.428
C -7.931 -10.235 -3.687
C 1.677 1.404 -3.645
C 3.675 2.883 -1.553
C -2.477 -9.872 -3.622
O -0.993 3.684 -1.438
H -2.872 -2.503 2.870
H 7.528 7.041 0.526
H -1.721 0.611 -3.382
N -1.010 0.989 0.904
C 0.091 0.481 3.041
H -4.791 -7.437 -1.226
H -2.038 0.663 3.527
H -4.876 -3.232 1.588
C 2.982 2.167 4.528
C 3.884 3.601 2.822
H 10.895 7.251 2.208
C 0.750 7.381 5.649
C 0.288 3.377 0.593
C 1.004 4.683 0.398
H -7.062 -5.564 -1.321
H 1.276 7.975 6.396
H -0.691 7.145 3.504
C -0.141 1.377 1.872
C -1.120 0.295 3.988
H -6.342 -7.374 0.708
H -7.537 -10.411 -2.685
H 9.962 6.199 3.282
H -5.532 -2.966 4.024
H -9.780 -10.543 -4.759
H -2.841 -11.300 -0.488
C 9.364 6.117 1.197
C -3.151 -10.148 -2.287
H -2.823 -2.139 5.657
H 8.401 5.899 -2.912
H -0.700 9.415 4.432
C 2.467 4.519 -0.066
H 5.470 5.028 -3.014
```